Molecular formula: C4H12O
Method: DFT, ωB97M-V/def2-TZVPD

SMILES string: CCO.CC
HOMO level, eV: -10.4
LUMO level, eV: 0.94
F_max, eV Å⁻¹: 1.76
Frontier orbital gap, Eh: 0.4171
Energy relative to the best compared isomer or geometry (same formula, charge and spin), kcal/mol: 22.1

```
! wB97M-V def2-TZVPD RIJCOSX def2/J DEFGRID3
* xyz 0 1
C 0.207 1.706 -2.641
H -0.742 1.430 -3.119
C -0.097 -1.614 1.712
H -0.074 0.423 1.014
C -0.012 1.823 -1.124
C -0.685 -0.238 1.667
H -0.235 2.851 -0.825
H -1.750 -0.348 1.456
H 0.752 0.779 -2.811
H 0.586 -1.831 2.513
H -0.830 -2.455 1.826
H 0.729 2.543 -3.080
H -0.708 0.344 2.582
H -0.807 1.163 -0.802
H 0.155 -1.968 -0.251
O 0.703 -1.867 0.544
H 0.872 1.602 -0.509
*
```



Molecular formula: C19H35BNO11Ti
Method: DFT, ωB97M-V/def2-TZVPD

HOMO level (spin up / spin down), eV: -8.7 / -8.7
LUMO level (spin up / spin down), eV: -3.08 / -3.36
F_max, eV Å⁻¹: 5.72
Frontier orbital gap (spin up / spin down), Eh: 0.2077 / 0.1973
Energy relative to the best compared isomer or geometry (same formula, charge and spin), kcal/mol: 134.9

```
! wB97M-V def2-TZVPD RIJCOSX def2/J DEFGRID3
* xyz 0 4
H -15.096 -18.367 28.746
H -4.337 -11.501 30.605
C -12.274 -11.237 23.837
H -7.933 -11.391 32.289
H -10.903 -18.448 23.209
O -6.481 -13.725 29.674
H -14.256 -18.087 30.267
C -9.952 -18.300 22.698
H -8.178 -16.223 21.695
O -13.927 -12.994 23.305
Ti -8.883 -15.284 27.362
H -8.087 -9.879 28.711
O -15.400 -6.641 22.715
B -13.455 -9.563 22.674
H -6.209 -11.142 32.023
C -7.092 -11.662 31.650
H -5.482 -9.459 30.044
C -14.647 -7.658 22.514
H -6.014 -10.473 27.150
H -3.869 -13.057 29.900
H -8.234 -18.720 24.530
N -6.595 -12.407 29.269
C -5.331 -11.966 28.648
H -9.633 -11.212 30.189
H -14.143 -15.620 29.983
H -6.032 -8.529 28.784
H -9.393 -12.827 30.389
C -7.868 -16.854 22.528
H -5.801 -12.714 26.621
H -4.068 -12.691 27.004
H -9.603 -19.318 22.525
H -10.271 -17.937 21.721
O -11.541 -11.847 24.609
C -13.269 -17.183 28.568
H -14.903 -15.672 28.409
H -9.205 -11.929 28.797
O -13.544 -7.075 20.418
H -6.897 -12.724 31.796
O -12.990 -8.941 21.451
H -9.671 -16.501 23.709
H -3.272 -11.695 29.128
C -5.059 -12.933 27.388
C -13.749 -7.838 21.288
C -9.027 -17.318 23.381
H -5.108 -14.010 27.546
C -13.553 -11.846 23.150
H -7.629 -9.339 30.404
H -13.341 -15.065 28.515
C -4.155 -12.031 29.671
H -12.125 -17.274 30.004
O -11.952 -17.145 29.068
H -7.106 -16.327 23.101
C -6.110 -9.550 29.157
H -4.540 -10.107 27.762
H -5.934 -13.598 30.452
O -8.454 -17.786 24.562
O -14.367 -8.631 23.357
C -5.493 -10.508 28.107
C -14.110 -18.287 29.205
H -13.632 -19.253 29.046
O -12.191 -9.920 23.428
C -13.965 -15.855 28.933
H -13.293 -17.260 27.481
C -7.489 -10.065 29.603
C -8.946 -11.989 29.854
C -7.501 -11.548 30.123
O -14.104 -10.919 22.452
H -7.429 -17.744 22.076
*
```



| no. | DFT total energy (hartree) | M (g mol⁻¹) |
| --- | --- | --- |
| 1 | -234.79741 | 76.1 |
| 2 | -2501.57372 | 512.2 |